<one>
C10H18N2O5 in the gas phase. Source: the Open Molecules 2025 dataset; level of theory: the ωB97M-V functional and the def2-TZVPD basis.

As for the HOMO energy: -9.441 eV. Its SMILES is CC(C)[C@H](N)C(=O)N[C@@H](CCC(=O)O)C(=O)O. Its spin multiplicity is 1. The frontier orbital gap is 9.6 eV.

Bonds (Å) are listed after each position.
CARTESIAN COORDINATES (ANGSTROEM)
1 C 3.85924 -0.95586 1.24850  C2 1.473, H18 1.267, H19 1.134, H20 1.162
2 C 2.82053 -0.24437 0.48304  C1 1.473, C3 1.683, C4 1.628, H21 1.148
3 C 3.50843 0.90134 -0.53918  C2 1.683, H22 1.148, H23 1.082, H24 1.102
4 C 1.68075 -1.13887 -0.25975  C2 1.628, N5 1.510, C6 1.433, H25 0.997
5 N 2.43238 -1.83168 -1.37170  C4 1.510, H26 1.151, H27 1.162
6 C 0.51352 -0.52196 -0.81793  C4 1.433, O7 1.190, N8 1.408
7 O 0.46961 -0.37464 -1.99787  C6 1.190
8 N -0.44443 -0.09834 0.12293  C6 1.408, C9 1.489, H28 1.054
9 C -1.49978 0.85118 -0.32630  N8 1.489, C10 1.511, C15 1.428, H29 1.045
10 C -2.55491 0.80377 0.75460  C9 1.511, C11 1.638, H30 1.217, H31 1.095
11 C -3.40989 -0.57999 0.95091  C10 1.638, C12 1.559, H32 1.167, H33 1.181
12 C -4.24194 -1.36037 -0.11222  C11 1.559, O13 1.383, O14 1.434
13 O -3.37701 -1.83882 -1.08009  C12 1.383
14 O -5.67182 -1.32124 -0.22026  C12 1.434, H34 0.974
15 C -1.12688 2.21839 -0.50467  C9 1.428, O16 1.234, O17 1.428
16 O -0.18340 2.74872 0.08706  C15 1.234
17 O -2.13571 3.06322 -1.05983  C15 1.428, H35 1.037
18 H 3.54345 -2.06231 1.77891  C1 1.267
19 H 4.30754 -0.14151 1.89714  C1 1.134
20 H 4.80656 -1.31075 0.67728  C1 1.162
21 H 2.21619 0.34261 1.26236  C2 1.148
22 H 4.12651 1.51821 0.20568  C3 1.148
23 H 4.07667 0.60967 -1.41293  C3 1.082
24 H 2.77345 1.66715 -0.83427  C3 1.102
25 H 1.33674 -1.81478 0.38814  C4 0.997
26 H 2.06865 -1.13239 -2.21106  N5 1.151
27 H 1.80864 -2.80062 -1.51770  N5 1.162
28 H 0.12458 0.21682 0.95290  N8 1.054
29 H -1.68509 0.57636 -1.31708  C9 1.045
30 H -2.01881 0.99721 1.83032  C10 1.217
31 H -3.24340 1.64180 0.60139  C10 1.095
32 H -2.62654 -1.37286 1.29594  C11 1.167
33 H -4.20427 -0.37532 1.80004  C11 1.181
34 H -6.34574 -0.88504 0.33185  O14 0.974
35 H -1.70381 4.00525 -1.08614  O17 1.037

<two>
C10H18N2O5 in the gas phase. Source: the Open Molecules 2025 dataset; level of theory: the ωB97M-V functional and the def2-TZVPD basis.

As for the HOMO energy: -9.260 eV. Its SMILES is CC[C@H](C)[C@H](NC(=O)[C@@H](N)CC(=O)O)C(=O)O. Its spin multiplicity is 1. The frontier orbital gap is 9.8 eV.

Bonds (Å) are listed after each position.
CARTESIAN COORDINATES (ANGSTROEM)
1 C 3.71731 1.52369 0.52714  C2 1.508, H18 1.089, H19 1.173, H20 1.079
2 C 2.26545 1.25770 0.83392  C1 1.508, C3 1.600, H21 1.041, H22 1.104
3 C 1.59014 0.96144 -0.58650  C2 1.600, C4 1.477, C5 1.611, H23 1.152
4 C 0.46018 1.88122 -0.82646  C3 1.477, H24 1.060, H25 1.079, H26 1.086
5 C 1.08578 -0.54383 -0.85846  C3 1.611, N6 1.340, C15 1.467, H27 1.156
6 N 0.02940 -0.95975 -0.14590  C5 1.340, C7 1.396, H28 1.051
7 C -1.20052 -1.43132 -0.60828  N6 1.396, O8 1.133, C9 1.596
8 O -1.40390 -1.52755 -1.71834  C7 1.133
9 C -2.36318 -1.54244 0.47929  C7 1.596, N10 1.499, C11 1.554, H29 1.143
10 N -1.91637 -1.13564 1.85119  C9 1.499, H30 0.948, H31 0.975
11 C -3.66372 -0.93291 -0.11349  C9 1.554, C12 1.606, H32 1.099, H33 1.064
12 C -3.69388 0.65944 -0.32322  C11 1.606, O13 1.185, O14 1.450
13 O -4.31830 1.44240 -0.95709  C12 1.185
14 O -2.55308 1.18041 0.40416  C12 1.450, H34 0.977
15 C 2.17744 -1.46997 -0.53972  C5 1.467, O16 1.174, O17 1.346
16 O 3.32438 -1.27878 -0.70169  C15 1.174
17 O 1.79786 -2.65694 -0.03173  C15 1.346, H35 0.944
18 H 4.48292 1.69009 1.28361  C1 1.089
19 H 3.89495 2.51329 -0.07640  C1 1.173
20 H 4.20635 0.70551 0.02225  C1 1.079
21 H 1.63341 2.01944 1.15611  C2 1.041
22 H 2.04882 0.42877 1.53065  C2 1.104
23 H 2.27681 1.18111 -1.48476  C3 1.152
24 H 0.77969 2.88222 -0.96463  C4 1.060
25 H 0.14527 1.69501 -1.84156  C4 1.079
26 H -0.41046 1.70433 -0.20262  C4 1.086
27 H 1.05173 -0.66854 -2.00732  C5 1.156
28 H -0.03894 -1.08962 0.89524  N6 1.051
29 H -2.60463 -2.65738 0.55176  C9 1.143
30 H -2.31979 -0.30285 2.05796  N10 0.948
31 H -2.57701 -1.64972 2.35152  N10 0.975
32 H -3.84059 -1.49233 -1.04328  C11 1.099
33 H -4.49694 -1.29202 0.44211  C11 1.064
34 H -2.00656 1.92620 0.08738  O14 0.977
35 H 2.43994 -3.02071 0.55718  O17 0.944

Which of them is least stable? Easy: <one>.

<one>
A gas-phase ion, C3H6NO2 (charge +1). Source: the Open Molecules 2025 dataset; level of theory: the ωB97M-V functional and the def2-TZVPD basis.

As for the HOMO energy: -15.500 eV. The charge is +1. Its SMILES is OC1=[NH+]COC1. Its spin multiplicity is 1. The frontier orbital gap is 10.9 eV.

Bonds (Å) are listed after each position.
CARTESIAN COORDINATES (ANGSTROEM)
1 O 2.21506 0.24950 0.06744  C2 1.338, H7 0.913
2 C 0.88218 0.15753 0.14477  O1 1.338, N3 1.303, C6 1.520
3 N 0.12585 -0.89549 0.01608  C2 1.303, C4 1.475, H8 0.982
4 C -1.24665 -0.41037 0.25112  N3 1.475, O5 1.385, H9 1.140, H10 1.186
5 O -1.27886 0.92907 -0.09978  C4 1.385, C6 1.445
6 C 0.04802 1.42733 0.18359  C2 1.520, O5 1.445, H11 1.040, H12 1.099
7 H 2.61490 -0.55621 0.22352  O1 0.913
8 H 0.34874 -1.84728 0.11119  N3 0.982
9 H -1.49860 -0.77038 1.30346  C4 1.140
10 H -1.99516 -1.17916 -0.25332  C4 1.186
11 H 0.21737 1.94311 1.07095  C6 1.040
12 H 0.37314 2.00283 -0.69500  C6 1.099

<two>
A gas-phase ion, C3H6NO2 (charge +1). Source: the Open Molecules 2025 dataset; level of theory: the ωB97M-V functional and the def2-TZVPD basis.

As for the HOMO energy: -13.726 eV. The charge is +1. Its spin multiplicity is 1. The frontier orbital gap is 9.2 eV.

Bonds (Å) are listed after each position.
CARTESIAN COORDINATES (ANGSTROEM)
1 C -0.35076 -0.25049 -1.29457  C2 1.341, N4 1.510, H7 1.052
2 C -0.35140 1.07841 -1.11679  C1 1.341, O5 1.281, H8 1.192
3 C 0.10769 0.01629 1.10706  N4 1.500, O6 1.322, H9 1.153
4 N -0.22900 -0.96878 0.02779  C1 1.510, C3 1.500, H10 0.968, H11 1.062
5 O -0.10692 1.62403 0.01559  C2 1.281
6 O 1.39692 -0.13387 1.35706  C3 1.322, H12 0.958
7 H -0.40457 -1.00926 -2.02158  C1 1.052
8 H -0.54258 1.81901 -2.03120  C2 1.192
9 H -0.69996 0.45798 1.80124  C3 1.153
10 H -1.02630 -1.41732 0.34493  N4 0.968
11 H 0.47147 -1.74849 -0.14607  N4 1.062
12 H 1.73541 0.53248 1.95655  O6 0.958

<three>
A gas-phase ion, C3H6NO2 (charge +1). Source: the Open Molecules 2025 dataset; level of theory: the ωB97M-V functional and the def2-TZVPD basis.

As for the HOMO energy: -15.372 eV. The charge is +1. Its SMILES is C[N+]1=COCO1. Its spin multiplicity is 1. The frontier orbital gap is 10.7 eV.

Bonds (Å) are listed after each position.
CARTESIAN COORDINATES (ANGSTROEM)
1 C 1.42558 -0.22581 -1.04955  N2 1.431, H7 1.087, H8 1.077, H9 1.103
2 N 0.37754 0.08364 -0.12550  C1 1.431, C3 1.292, O6 1.448
3 C -0.44641 1.07804 -0.08810  N2 1.292, O4 1.297, H10 1.116
4 O -1.34832 0.94097 0.83420  C3 1.297, C5 1.416
5 C -1.34507 -0.42552 1.20523  O4 1.416, O6 1.373, H11 1.151, H12 1.210
6 O -0.07535 -0.84171 0.89153  N2 1.448, C5 1.373
7 H 2.37326 0.07356 -0.60930  C1 1.087
8 H 1.43563 0.28930 -1.99523  C1 1.077
9 H 1.38486 -1.29262 -1.32502  C1 1.103
10 H -0.20133 2.00456 -0.66021  C3 1.116
11 H -1.52087 -0.50619 2.33972  C5 1.151
12 H -2.05951 -1.17823 0.58226  C5 1.210

Which of them is least stable? Easy: <two>.